No. 1
Below is a cluster of 2 separate species, C4H5I in total, with properties calculated with ωB97M-V/def2-TZVPD.

The multiplicity is 1. The calculation puts the calculated total energy at -452.94711 a.u. The LUMO energy is 0.3 eV. As for the HOMO-LUMO gap: 9.3 eV. The calculation puts the relative energy (zero: lowest compared OMol25 entry of this formula, charge and spin) at 2.751 eV. As for the charge: 0.

Geometry (Å):
C (-1.32642, 0.47627, -1.37743)
C (-0.41539, -0.27053, -1.12534)
C (0.59873, -0.91334, -0.45577)
C (0.36338, -0.33379, 1.51668)
I (2.13004, -0.33116, 2.60896)
H (-2.15537, 0.85607, -1.72897)
H (1.57090, -0.56301, -0.71814)
H (0.64780, -2.05373, -0.47073)
H (-0.36015, -0.98901, 2.20262)
H (-0.11604, 0.64608, 1.25461)

---

No. 2
Below is an isolated molecule of C4H5IN2O, with properties calculated with ωB97M-V/def2-TZVPD.

The multiplicity is 1. The calculation puts the calculated total energy at -637.78585 a.u. As for the structure (SMILES): [H]/N=C1/C=C[C@@H](O)N1I. The LUMO energy is -0.7 eV. As for the HOMO-LUMO gap: 8.4 eV. The calculation puts the relative energy (zero: lowest compared OMol25 entry of this formula, charge and spin) at 1.621 eV. As for the charge: 0.

Geometry (Å):
H (-1.46449, 0.23001, 2.64721)
N (-1.49115, -0.54964, 1.94161)
C (-0.79629, -0.39858, 0.94603)
C (-0.31228, -1.45133, 0.03288)
C (0.62451, -0.93976, -0.81050)
C (0.84442, 0.57907, -0.63564)
O (0.48951, 1.45926, -1.74274)
N (-0.15737, 0.71925, 0.41204)
I (-0.11321, 2.59224, 1.50454)
H (-0.62986, -2.61234, 0.01721)
H (1.22106, -1.55382, -1.49724)
H (1.82709, 0.81767, -0.35231)
H (-0.04194, 1.10798, -2.46308)

---

No. 3
Below is a structure of composition C4H5IN2O2, with properties calculated with ωB97M-V/def2-TZVPD.

The multiplicity is 1. The calculation puts the calculated total energy at -713.06956 a.u. The LUMO energy is -0.5 eV. As for the HOMO-LUMO gap: 8.9 eV. The calculation puts the relative energy (zero: lowest compared OMol25 entry of this formula, charge and spin) at 1.857 eV. As for the charge: 0.

Geometry (Å):
C (0.47301, 0.31895, -1.64519)
C (-1.63372, -0.59958, -1.32326)
C (1.10543, -0.53301, -0.64410)
C (-0.27676, -0.35150, 0.74692)
N (-0.75339, 0.26227, -1.95203)
N (-1.47099, -0.64899, 0.06591)
O (-2.54293, -1.16906, -1.86123)
O (-0.16145, 0.89280, 1.28061)
I (1.20220, -2.61581, -1.08808)
H (1.05308, 1.12404, -2.09062)
H (2.04306, -0.18388, -0.23811)
H (0.02911, -1.09088, 1.48436)
H (-2.15457, -1.23323, 0.53075)
H (-0.62193, 1.54773, 0.73504)

---

No. 4
Below is a structure of composition C4H5IO3, with properties calculated with ωB97M-V/def2-TZVPD.

The multiplicity is 1. The calculation puts the calculated total energy at -678.77457 a.u. The LUMO energy is 0.3 eV. As for the HOMO-LUMO gap: 9.4 eV. The calculation puts the relative energy (zero: lowest compared OMol25 entry of this formula, charge and spin) at 1.991 eV. As for the charge: 0.

Geometry (Å):
C (1.35888, -0.10951, -0.03714)
C (-0.27052, 1.46627, 0.25459)
C (0.17220, -0.95797, 0.38110)
C (-0.92906, 0.32781, -0.50417)
O (2.36120, -0.64076, -0.40014)
O (1.13189, 1.16568, 0.15928)
O (0.14305, -2.18047, 0.01492)
I (-2.98006, -0.12194, -0.12048)
H (-0.33193, 2.44684, -0.16446)
H (-0.48993, 1.35373, 1.28616)
H (-0.06679, -0.69643, 1.48195)
H (-0.80613, 0.34391, -1.64643)
H (0.70722, -2.39717, -0.70518)

---

No. 5
Below is a structure of composition C4H5InLiO2, with properties calculated with ωB97M-V/def2-TZVPD.

The multiplicity is 2. The calculation puts the calculated total energy at -502.83290 a.u. The expectation value of S² is 0.755. The LUMO energy (spin up / spin down) is -9.1 / -11.8 eV. As for the HOMO-LUMO gap (spin up / spin down): 6.8 / 4.1 eV. The calculation puts the relative energy (zero: lowest compared OMol25 entry of this formula, charge and spin) at 0.000 eV. As for the charge: +2.

Geometry (Å):
C (1.52574, -0.20344, 0.37115)
C (0.31877, 0.61371, 0.72435)
C (-0.84032, 0.78015, 0.02433)
C (-1.24606, -0.08031, -1.03817)
O (-2.27089, 0.13070, -1.71426)
O (2.04272, -0.85533, 1.43652)
Li (2.02484, -1.36624, 3.06325)
In (-3.24763, -0.57632, -3.09293)
H (1.34938, -0.84735, -0.51267)
H (0.35652, 1.03756, 1.73433)
H (-1.50860, 1.61080, 0.26153)
H (-0.62548, -0.96036, -1.27454)
H (2.12101, 0.71643, 0.01711)

---

No. 6
Below is a structure of composition C4H5InO, with properties calculated with ωB97M-V/def2-TZVPD.

The multiplicity is 1. The calculation puts the calculated total energy at -419.69605 a.u. The LUMO energy (spin up / spin down) is -12.5 / -12.9 eV. As for the HOMO-LUMO gap (spin up / spin down): 6.5 / 5.5 eV. The calculation puts the relative energy (zero: lowest compared OMol25 entry of this formula, charge and spin) at 4.897 eV. As for the charge: +2.

Geometry (Å):
H (1.62151, -0.44806, 0.25323)
C (0.92133, 1.67256, -0.19439)
C (0.88152, 0.31127, -0.00746)
C (-0.06540, 1.24694, 0.72661)
H (1.34563, 2.50661, -0.74478)
H (-1.11320, 0.40420, 0.22861)
H (-0.13468, 1.35760, 1.81275)
C (-0.72471, -1.12471, -0.54619)
O (-1.42865, -1.98715, 0.13689)
In (-0.12953, -3.30123, -0.22624)
H (-1.17383, -0.63804, -1.43904)

---

No. 7
Below is a structure of composition C4H5KMgO2, with properties calculated with ωB97M-V/def2-TZVPD.

The multiplicity is 2. The calculation puts the calculated total energy at -1105.52113 a.u. The expectation value of S² is 1.774. The LUMO energy (spin up / spin down) is -3.7 / -4.9 eV. As for the HOMO-LUMO gap (spin up / spin down): 4.9 / 4.9 eV. The calculation puts the relative energy (zero: lowest compared OMol25 entry of this formula, charge and spin) at 2.496 eV. As for the charge: +1.

Geometry (Å):
C (-0.23503, -0.41150, -0.86890)
C (0.21145, 0.96926, -0.51592)
C (-0.59220, 1.87392, 0.18087)
C (-1.40761, 1.51614, 1.27112)
O (-2.18894, 2.32090, 1.84425)
O (0.62892, -1.37677, -0.62627)
K (2.92432, -2.79434, 0.13823)
Mg (-3.48331, 2.49162, 3.30859)
H (-1.29837, -0.63237, -0.65624)
H (1.29616, 1.08269, -0.41015)
H (-0.60444, 2.92182, -0.12712)
H (-1.36458, 0.47861, 1.64309)
H (-0.19593, 0.30597, -1.93196)

---

No. 8
Below is a structure of composition C4H5KO6, with properties calculated with ωB97M-V/def2-TZVPD.

The multiplicity is 2. The calculation puts the calculated total energy at -1206.79212 a.u. The expectation value of S² is 0.754. The LUMO energy (spin up / spin down) is 2.2 / 2.1 eV. As for the HOMO-LUMO gap (spin up / spin down): 5.1 / 6.0 eV. As for the charge: -1.

Geometry (Å):
H (0.38524, -1.25146, 1.10173)
C (0.54050, -0.94060, 0.04794)
C (1.85659, -0.17274, -0.00993)
O (1.89680, 0.91703, 0.91400)
C (1.24586, 2.06767, 0.69300)
O (0.95860, 2.39389, -0.46614)
O (0.66842, 2.44917, 1.77636)
K (-1.01719, 1.79248, -1.63150)
O (-0.55051, -0.19896, -0.37703)
H (0.69624, -1.88014, -0.52375)
H (2.08954, 0.22632, -1.00531)
H (2.68519, -0.83154, 0.28374)
H (-0.45696, 1.69545, 1.93601)
O (-2.63925, 1.27057, 0.13295)
O (-1.71811, 0.79563, 2.13783)
C (-2.26739, 0.44212, 1.01023)

---

No. 9
Below is a structure of composition C4H5LaO2, with properties calculated with ωB97M-V/def2-TZVPD.

The multiplicity is 2. The calculation puts the calculated total energy at -336.18911 a.u. The expectation value of S² is 0.751. The LUMO energy (spin up / spin down) is -12.1 / -11.8 eV. As for the HOMO-LUMO gap (spin up / spin down): 6.1 / 7.6 eV. As for the charge: +3.

Geometry (Å):
H (-0.88633, 0.36434, -0.14491)
C (-1.04541, 1.39525, -0.48057)
C (-2.25947, 1.85814, -0.41451)
O (-3.35410, 2.28091, -0.31702)
La (-5.97974, 2.68422, -1.35829)
H (-0.28800, 1.96666, -1.02025)
O (3.53590, -0.82508, 0.48827)
C (2.58800, -1.57351, 0.64177)
C (1.70452, -2.47368, 0.85706)
H (3.38892, -0.04366, -0.09127)
H (1.05818, -2.38316, 1.73647)
H (1.53754, -3.25043, 0.10326)

---

No. 10
Below is an isolated molecule of C4H5N, with properties calculated with ωB97M-V/def2-TZVPD.

The multiplicity is 1. The calculation puts the calculated total energy at -210.10867 a.u. As for the structure (SMILES): c1cc[nH]c1. The LUMO energy is 1.1 eV. As for the HOMO-LUMO gap: 9.1 eV. The calculation puts the relative energy (zero: lowest compared OMol25 entry of this formula, charge and spin) at 1.498 eV. As for the charge: 0.

Geometry (Å):
C (1.23163, -0.12676, 0.02936)
C (0.27637, -1.04357, -0.00266)
C (-1.05706, -0.59898, 0.06018)
N (-0.82634, 0.66872, -0.00206)
C (0.50978, 1.04842, -0.05668)
H (2.25148, -0.45692, -0.05151)
H (0.56851, -2.20688, -0.10927)
H (-1.97174, -1.09527, -0.06168)
H (-1.57649, 1.24456, -0.14857)
H (0.74830, 2.15880, 0.20420)